# 1
# C5H8O2

A structure of composition C5H8O2 (wB97M-V/def2-TZVPD, OMol25).

Last column: Löwdin charge in e.
Atoms and positions in Å:
1 H 1.364 1.932 1.237  0.07
2 C -0.695 -1.277 -0.803  -0.43
3 H 0.770 0.330 -1.150  0.12
4 H -2.549 0.060 -1.508  0.14
5 H 0.504 -1.026 1.343  0.12
6 C 1.487 0.881 1.510  -0.11
7 H -0.397 -1.708 -1.766  0.14
8 C 0.308 0.017 1.030  -0.22
9 H -0.611 0.270 1.554  0.11
10 O -1.602 -1.722 -0.109  0.02
11 H 2.461 0.547 1.125  0.07
12 H 1.562 0.832 2.606  0.07
13 C 0.001 -0.059 -0.481  -0.08
14 C -1.486 0.319 -1.750  -0.12
15 O -1.116 0.605 -2.838  0.09

Output
ΔE to the lowest compared entry with this formula, charge and spin: 3.3222 eV
E_HOMO: -9.29 eV
frontier orbital gap: 0.336 Ha
LUMO: -0.16 eV

# 2
# C4H9N2O2S

The ion C4H9N2O2S with charge +1 (wB97M-V/def2-TZVPD, OMol25).

Last column: Löwdin charge in e.
Atoms and positions in Å:
1 C 0.403 0.080 1.513  0.02
2 H 1.318 -0.500 1.778  0.10
3 C -0.127 -1.482 -0.393  -0.09
4 H 0.125 0.795 2.286  0.06
5 H 1.991 0.514 -1.377  0.20
6 H 0.914 -1.089 -2.204  0.12
7 H -1.161 -1.431 1.494  0.18
8 O -1.004 1.447 -0.387  -0.32
9 C 0.223 -0.611 -1.596  -0.17
10 H 0.736 -2.122 0.049  0.16
11 S -0.443 2.906 0.323  1.12
12 N 0.927 0.615 -1.312  0.00
13 H -1.044 -2.110 -0.787  0.17
14 O -0.654 2.870 1.724  -0.40
15 N -0.633 -0.807 0.876  -0.04
16 C 0.401 1.336 -0.311  -0.41
17 H -0.659 -0.361 -2.155  0.13
18 H -1.313 -0.048 0.482  0.16

Output
ΔE to the lowest compared entry with this formula, charge and spin: 4.0925 eV
charge: +1
E_HOMO (alpha / beta): -12.75 / -12.75 eV
frontier orbital gap (alpha / beta): 0.317 / 0.317 Ha
LUMO (alpha / beta): -4.12 / -4.12 eV

# 3
# C2H4N4S

An isolated molecule of C2H4N4S (wB97M-V/def2-TZVPD, OMol25).

Last column: Löwdin charge in e.
Atoms and positions in Å:
1 H 1.484 0.017 2.147  0.09
2 N -1.311 0.247 -1.201  0.08
3 H 1.172 -0.705 -1.851  0.14
4 C -0.149 0.201 1.040  -0.86
5 N -0.280 -0.060 -0.363  -0.18
6 S -1.404 0.581 1.994  0.59
7 N 1.101 -0.305 1.335  0.02
8 N 1.863 -0.558 0.163  0.07
9 H -1.223 1.230 -1.330  0.09
10 H -2.232 -0.143 -1.162  0.10
11 C 0.979 -0.505 -0.771  -0.15

Output
SMILES: Nn1cn[nH]c1=S
ΔE to the lowest compared entry with this formula, charge and spin: 1.7324 eV
E_HOMO: -8.44 eV
frontier orbital gap: 0.338 Ha
LUMO: 0.75 eV

# 4
# C4H11N2O

A structure of composition C4H11N2O (wB97M-V/def2-TZVPD, OMol25).

Last column: Löwdin charge in e.
Atoms and positions in Å:
1 H -3.416 -0.058 -1.222  0.02
2 H 1.445 -1.729 -0.556  0.05
3 C 0.995 -0.760 -0.495  -0.35
4 H 0.099 -1.637 1.427  -0.04
5 H 0.223 1.546 0.791  0.05
6 C 1.203 1.643 0.299  -0.15
7 H -2.864 1.373 -0.283  0.03
8 H 0.300 -0.469 -1.273  0.07
9 H 0.993 1.963 -0.729  0.05
10 H -1.765 0.240 -0.957  0.02
11 H 1.801 2.347 0.877  0.03
12 N -0.199 -1.203 0.560  -0.07
13 N 2.566 0.028 -1.037  -0.18
14 C 1.884 0.287 0.184  -0.67
15 O -2.806 -0.403 0.771  -0.46
16 C -2.721 0.283 -0.422  -0.45
17 H 2.463 -0.028 1.096  0.09
18 H -1.275 -0.990 0.650  -0.02

Output
ΔE to the lowest compared entry with this formula, charge and spin: 4.0083 eV
⟨S²⟩: 0.760
charge: -2
E_HOMO (alpha / beta): 1.96 / 2.10 eV
frontier orbital gap (alpha / beta): 0.196 / 0.191 Ha
LUMO (alpha / beta): 7.30 / 7.28 eV
2S+1: 2

# 5
# C42H52F5GeInN4O3SSe2

A structure of composition C42H52F5GeInN4O3SSe2 (wB97M-V/def2-TZVPD, OMol25).

Last column: Löwdin charge in e.
Atoms and positions in Å:
1 H -4.073 -0.407 6.448  0.07
2 H 3.179 0.796 -2.364  0.10
3 F -2.507 -0.201 -2.093  0.03
4 F -4.341 1.282 -3.365  0.11
5 C 2.159 -5.063 0.393  -0.05
6 C 1.638 -3.986 1.111  -0.17
7 H 2.814 -7.216 2.923  0.10
8 H 5.012 1.759 -3.050  0.09
9 H 3.742 -0.949 3.666  0.09
10 H -0.370 3.717 3.864  0.13
11 C -0.062 1.927 -4.604  -0.02
12 C 3.754 1.523 -4.799  -0.19
13 C 0.334 -2.887 -0.791  -0.23
14 C 2.102 2.762 3.694  -0.48
15 Se 1.472 0.934 3.478  0.82
16 C 3.129 2.689 -8.364  -0.04
17 H -6.709 -0.992 2.361  0.07
18 H 2.520 2.094 -9.046  0.08
19 H -3.241 -1.944 6.706  0.07
20 C 2.038 3.849 1.384  -0.38
21 H -3.323 -0.362 4.081  0.07
22 C -2.818 -1.027 4.786  -0.29
23 C 1.513 3.867 2.819  -0.56
24 C 2.491 -6.314 2.418  -0.09
25 C -0.410 -1.879 -2.742  -0.12
26 H -0.455 -0.964 -3.317  0.10
27 H -2.905 0.284 1.827  -0.05
28 C -3.745 -1.326 5.960  -0.11
29 H -6.111 -2.145 0.230  0.11
30 H -0.243 -4.938 -0.513  0.12
31 H -0.401 0.969 -4.216  0.07
32 H 5.873 1.361 -4.533  0.08
33 N 0.187 -1.784 -1.554  0.04
34 H -1.086 -2.962 2.450  0.05
35 H -0.358 2.965 2.271  0.09
36 H 2.846 3.734 -8.504  0.09
37 C -3.327 -2.083 0.202  -0.34
38 C -4.288 -3.060 0.902  -0.28
39 H -1.404 -3.087 -4.205  0.11
40 N 2.385 -1.438 1.719  -0.03
41 H 4.966 0.115 -3.681  0.09
42 Ge -2.138 -0.971 1.346  0.84
43 H -0.534 5.732 2.773  0.08
44 C 2.897 2.268 -6.940  -0.25
45 H 4.175 2.578 -8.645  0.08
46 C -0.271 -4.088 -1.177  -0.02
47 S 3.411 1.009 0.721  0.54
48 C -5.691 -1.342 2.183  -0.11
49 O 3.404 5.193 3.503  -0.05
50 C 1.164 -2.767 0.406  -0.21
51 C -1.442 -2.019 2.876  -0.36
52 H 3.113 4.017 1.380  0.08
53 H -3.860 -3.418 1.842  0.08
54 F -4.219 4.005 -3.244  0.12
55 H 1.542 4.632 0.808  0.07
56 C -2.301 3.865 -1.880  -0.15
57 In -0.174 0.068 -0.114  0.67
58 H 3.181 2.739 3.535  0.06
59 F -0.412 3.757 -0.549  0.00
60 H -3.267 -2.841 3.728  0.08
61 C 1.984 5.191 3.434  -0.22
62 C 4.965 1.169 -3.966  -0.04
63 H -4.406 -3.943 0.267  0.10
64 C -1.367 3.077 -1.228  -0.24
65 H -3.886 -1.410 -0.452  0.06
66 C 2.439 1.473 -4.294  -0.09
67 H -6.321 -3.293 1.544  0.10
68 H -0.566 -1.483 3.238  0.02
69 H 3.695 6.007 3.923  0.10
70 O -0.626 4.961 2.207  -0.05
71 O 1.189 0.822 -2.358  -0.10
72 H -5.106 -0.494 1.826  0.04
73 H 1.209 -3.255 3.082  0.10
74 N 1.539 -1.553 0.736  -0.01
75 C -3.313 3.261 -2.603  -0.14
76 C 2.581 -6.216 1.039  -0.08
77 F -2.238 5.200 -1.828  0.12
78 C -0.910 -4.168 -2.398  -0.05
79 C 1.355 1.862 -5.108  -0.17
80 C -0.021 3.837 2.831  -0.23
81 H 2.264 -4.990 -0.682  0.12
82 H 4.966 1.950 -6.505  0.12
83 H -0.144 2.635 -3.778  0.09
84 H 4.128 0.671 3.318  0.05
85 C -5.678 -2.488 1.175  -0.27
86 C -2.380 -2.293 4.056  -0.29
87 H -5.271 -1.661 3.140  0.06
88 C -0.945 -3.055 -3.228  -0.04
89 H 1.547 5.285 4.437  0.13
90 H 1.938 3.010 4.743  0.07
91 H 2.983 -7.039 0.462  0.10
92 H -1.383 -5.093 -2.701  0.11
93 C 1.997 -5.240 3.147  -0.07
94 H -4.634 -1.865 5.625  0.06
95 Se 1.780 2.305 0.174  0.72
96 H 0.776 2.540 -7.044  0.12
97 C -1.380 1.697 -1.251  -0.10
98 C 2.829 -0.206 2.031  -0.98
99 C -3.374 1.882 -2.658  -0.15
100 C 3.955 1.915 -6.114  -0.01
101 H -1.928 -0.496 5.138  0.11
102 C 1.609 2.245 -6.415  0.00
103 H -1.859 -2.943 4.769  0.11
104 H -0.731 2.240 -5.404  0.09
105 N 3.842 -0.228 2.966  -0.08
106 H 1.937 -5.300 4.226  0.10
107 C 1.583 -4.086 2.503  -0.04
108 H 1.635 6.029 2.821  0.13
109 C -2.415 1.151 -1.981  -0.26
110 H -2.651 -2.648 -0.443  0.03
111 C 2.254 1.002 -2.921  -0.18

Output
ΔE to the lowest compared entry with this formula, charge and spin: 4.6219 eV
E_HOMO: -6.78 eV
frontier orbital gap: 0.235 Ha
LUMO: -0.39 eV

# 6
# C18H17ClN4S

An isolated molecule of C18H17ClN4S (wB97M-V/def2-TZVPD, OMol25).

Last column: Löwdin charge in e.
Atoms and positions in Å:
1 H -3.856 4.111 -1.029  0.11
2 C -1.203 -0.755 -0.483  -0.26
3 C 3.317 1.889 0.418  -0.68
4 C -4.866 1.198 0.282  -0.15
5 H -2.599 3.490 0.033  0.11
6 H -3.052 -2.818 2.483  0.09
7 H -5.429 0.827 1.141  0.12
8 H -5.488 1.061 -0.608  0.12
9 H -3.921 -1.090 1.564  0.11
10 Cl 3.617 3.365 1.273  0.65
11 C 0.355 -2.349 -0.121  -0.67
12 H 1.249 0.602 -1.905  0.10
13 H 4.445 -1.276 0.211  0.11
14 H -1.748 -3.962 2.526  0.11
15 H 1.691 2.707 -0.708  0.10
16 N -0.015 -1.298 -0.799  0.11
17 N -0.329 -2.987 0.833  0.10
18 C 2.557 -1.761 -1.647  -0.40
19 C 4.100 0.777 0.683  -0.11
20 H 4.889 0.832 1.417  0.10
21 C 3.851 -0.399 0.001  -0.05
22 H 3.465 -2.205 -2.054  0.08
23 C -4.567 2.695 0.458  -0.18
24 C -1.513 -2.504 1.154  -0.33
25 H -5.497 3.250 0.331  0.11
26 C -2.699 0.913 -0.873  -0.23
27 S 1.922 -3.027 -0.475  0.98
28 C -3.255 -0.699 0.806  0.05
29 C -2.033 -1.327 0.524  -0.07
30 C -3.098 2.171 -1.573  -0.13
31 C -3.600 0.427 0.100  -0.16
32 C 2.297 1.835 -0.517  -0.10
33 N -2.211 -3.189 2.082  0.16
34 H -2.270 2.532 -2.182  0.12
35 C 2.833 -0.473 -0.944  -0.31
36 H -3.947 1.964 -2.229  0.13
37 H 1.804 -1.641 -2.422  0.08
38 C -3.497 3.214 -0.522  -0.18
39 C 2.059 0.654 -1.195  -0.05
40 H -4.227 2.862 1.482  0.11
41 N -1.552 0.352 -1.154  0.20

Output
SMILES: Nc1nc(SCc2ccc(Cl)cc2)nc2nc3c(cc12)CCCC3
ΔE to the lowest compared entry with this formula, charge and spin: 0.0076 eV
E_HOMO: -8.20 eV
frontier orbital gap: 0.305 Ha
LUMO: 0.11 eV